DFT (ωB97M-V/def2-TZVPD) results for a cluster of 2 separate species, C30H46F16N7O2P in total.

```
102
Properties=species:S:1:pos:R:3
C 0.93 1.26 -0.63
C 0.99 0.55 0.84
N -0.27 -0.17 1.12
C -1.45 0.45 1.86
C -1.40 2.02 2.01
C -1.79 2.83 0.67
F -0.80 3.79 0.37
F -2.11 1.99 -0.41
F -2.97 3.58 0.93
C -0.54 -1.45 0.78
N -1.75 -2.21 1.10
C -1.66 -3.56 0.61
P -2.96 -4.89 0.85
N -3.61 -5.25 -0.57
N -0.37 -3.55 -0.03
C 0.02 -4.84 -0.64
C 0.83 -5.82 0.38
C 2.09 -6.44 -0.43
C 1.62 -7.50 -1.57
N 2.84 -7.77 -2.44
C 2.91 -6.83 -3.55
C 4.06 -5.71 -3.71
O 2.07 -6.87 -4.49
N 0.30 -2.36 0.05
C 1.61 -2.24 -0.59
C 2.74 -2.64 0.52
C 4.23 -2.36 0.00
F 4.60 -1.10 0.56
F 4.25 -2.16 -1.41
C 5.28 -3.51 0.46
F 4.69 -4.73 0.09
F 5.29 -3.46 1.86
C 6.71 -3.39 -0.24
F 6.57 -3.95 -1.54
F 7.08 -2.04 -0.48
C 7.93 -4.04 0.56
F 8.14 -3.41 1.82
F 9.10 -3.71 -0.19
C 7.80 -5.60 0.87
F 6.73 -5.95 1.70
F 8.98 -5.95 1.58
C 7.76 -6.56 -0.40
F 8.18 -7.84 0.05
F 6.49 -6.76 -0.95
F 8.63 -6.22 -1.44
H 0.03 0.93 -1.24
H 1.85 0.87 -1.21
H 1.07 2.39 -0.57
H 1.20 1.42 1.56
H 1.93 -0.10 0.95
H -2.44 0.21 1.33
H -1.50 -0.11 2.86
H -2.23 2.31 2.75
H -0.44 2.44 2.49
H -3.91 -4.45 1.83
H -2.28 -6.06 1.35
H -4.62 -5.06 -0.44
H 0.68 -4.76 -1.57
H -0.89 -5.47 -0.98
H 1.14 -5.28 1.32
H 0.17 -6.69 0.69
H 2.78 -6.97 0.31
H 2.58 -5.59 -1.00
H 0.84 -7.08 -2.27
H 1.34 -8.47 -1.06
H 3.70 -7.66 -1.88
H 4.67 -5.84 -4.67
H 3.59 -4.67 -3.79
H 4.73 -5.72 -2.79
H 1.90 -1.21 -0.96
H 1.80 -2.95 -1.46
H 2.54 -3.72 0.80
H 2.62 -2.03 1.48
C -6.60 9.84 1.31
C -6.47 8.65 0.33
C -5.69 9.10 -0.93
C -4.20 9.35 -0.72
C -3.60 8.52 0.41
C -4.38 7.23 0.76
N -5.76 7.61 1.09
O -6.53 6.54 1.43
C -3.71 6.64 2.02
C -4.23 6.21 -0.38
C -7.89 8.30 -0.15
H -7.18 9.55 2.19
H -7.11 10.69 0.84
H -5.62 10.19 1.66
H -5.81 8.35 -1.71
H -6.14 10.01 -1.34
H -3.68 9.14 -1.65
H -4.03 10.41 -0.51
H -2.56 8.28 0.16
H -3.54 9.15 1.31
H -3.83 7.31 2.87
H -2.64 6.50 1.86
H -4.13 5.67 2.29
H -3.18 5.98 -0.56
H -4.64 6.56 -1.33
H -4.73 5.26 -0.15
H -8.35 9.16 -0.66
H -8.55 8.03 0.67
H -7.88 7.47 -0.87
```

Net charge = 0
Lowest unoccupied orbital energy = -2.1 eV
Molar mass = 871.69 g mol⁻¹
Frontier orbital gap = 1.2 eV

---

DFT (ωB97M-V/def2-TZVPD) results for a structure of composition C30H46F3N3O3P2S2Tl.

```
90
Properties=species:S:1:pos:R:3
Tl -1.16 0.33 0.17
C 1.75 -2.11 -3.95
C 0.37 -2.19 -3.23
C 0.41 -3.14 -2.03
P -0.17 -0.56 -2.51
C -1.29 0.23 -3.78
C -1.15 -0.24 -5.23
C -1.20 1.77 -3.65
C 1.36 0.46 -2.36
C 1.95 1.09 -3.44
C 3.11 1.87 -3.27
C 3.69 2.58 -4.45
C 3.64 2.07 -1.98
C 3.00 1.54 -0.89
C 2.00 0.57 -1.06
N 1.59 -0.29 -0.11
C 2.30 -0.50 1.02
C 3.73 -0.41 1.05
C 4.45 -0.86 2.14
C 3.80 -1.49 3.20
C 4.58 -2.10 4.35
C 2.41 -1.49 3.28
C 1.65 -0.92 2.23
P -0.11 -0.56 2.42
C -1.00 -2.17 2.84
C -0.14 -3.30 3.36
C -2.20 -1.90 3.79
C -0.17 0.67 3.83
C 0.15 0.10 5.22
C 0.71 1.89 3.44
H 1.94 -3.12 -4.45
H 2.59 -1.93 -3.23
H 1.77 -1.34 -4.73
H -0.40 -2.53 -3.94
H 1.30 -2.97 -1.46
H 0.46 -4.15 -2.41
H -0.50 -3.11 -1.40
H -2.27 0.01 -3.36
H -0.12 -0.17 -5.58
H -1.83 0.37 -5.87
H -1.48 -1.29 -5.35
H -0.34 2.15 -4.16
H -1.31 2.08 -2.61
H -2.07 2.18 -4.20
H 1.53 0.93 -4.45
H 3.81 1.92 -5.34
H 4.73 2.97 -4.18
H 3.06 3.47 -4.73
H 4.60 2.57 -1.88
H 3.29 1.83 0.10
H 4.26 -0.10 0.14
H 5.54 -0.68 2.19
H 5.62 -2.33 4.01
H 4.13 -3.04 4.74
H 4.60 -1.42 5.22
H 1.90 -1.88 4.16
H -1.45 -2.46 1.88
H 0.19 -3.08 4.38
H 0.69 -3.57 2.72
H -0.75 -4.22 3.49
H -1.98 -1.91 4.87
H -2.89 -2.76 3.65
H -2.78 -1.00 3.55
H -1.23 0.96 3.83
H 1.21 -0.05 5.32
H -0.42 -0.82 5.40
H -0.21 0.90 5.93
H 1.67 1.59 3.01
H 0.94 2.47 4.36
H 0.21 2.56 2.74
F -4.06 -4.99 0.68
C -4.26 -4.46 -0.53
F -3.54 -5.17 -1.44
F -5.60 -4.59 -0.81
S -3.58 -2.70 -0.54
O -3.92 -2.18 -1.87
O -4.23 -2.10 0.64
O -2.09 -2.84 -0.37
S -1.10 3.50 -0.04
C -2.61 4.27 0.02
N -3.83 3.72 -0.10
C -4.85 4.69 0.15
C -4.10 6.01 0.24
N -2.71 5.59 0.20
H -3.95 2.72 -0.23
H -5.41 4.48 1.05
H -5.63 4.76 -0.66
H -4.36 6.54 1.15
H -4.34 6.65 -0.63
H -1.88 6.14 0.28
```

Net charge = +1
Lowest unoccupied orbital energy (spin up / spin down) = -5.2 / -4.9 eV
Molar mass = 884.18 g mol⁻¹
Frontier orbital gap (spin up / spin down) = 5.3 / 5.4 eV
Relative energy (zero: lowest compared OMol25 entry of this formula, charge and spin) = 29.5 kJ/mol

---

DFT (ωB97M-V/def2-TZVPD) results for a cluster of 2 separate species, C30H47BrCl2FNO10PS in total.

```
94
Properties=species:S:1:pos:R:3
C 11.10 3.94 -0.74
O 10.45 2.79 -1.25
C 9.12 2.65 -0.80
C 8.58 1.29 -1.17
C 7.30 0.99 -0.37
C 6.60 -0.30 -0.84
C 5.07 -0.23 -0.78
C 4.43 -1.41 -0.04
C 2.91 -1.49 -0.23
C 2.13 -1.79 1.05
C 0.72 -2.38 0.80
C -0.40 -1.45 1.26
C -0.57 -0.27 0.28
C -1.95 0.33 0.33
C -2.92 -0.20 -0.54
C -2.54 -1.33 -1.46
O -2.58 -2.44 -1.01
O -2.30 -1.08 -2.75
C -1.30 -0.14 -3.16
C -1.72 0.46 -4.50
O -1.32 0.04 -5.53
O -2.63 1.48 -4.42
C -4.25 0.19 -0.47
C -5.29 -0.51 -1.30
C -5.69 0.18 -2.64
C -5.21 1.61 -2.84
Br -5.19 -0.91 -4.16
C -4.59 1.19 0.43
P -6.44 1.47 0.63
O -6.99 0.47 1.56
N -3.64 1.79 1.19
C -4.02 2.98 2.01
Cl -5.11 2.48 3.30
C -4.51 4.17 1.13
C -5.50 5.08 1.84
Cl -3.09 5.15 0.70
C -2.35 1.32 1.19
S -1.15 2.00 2.37
O -0.04 1.14 2.51
O -1.02 3.38 2.10
F -2.02 1.80 3.64
H 10.38 4.74 -0.56
H 11.82 4.27 -1.48
H 11.60 3.70 0.20
H 9.07 2.78 0.29
H 8.49 3.43 -1.25
H 8.31 1.26 -2.23
H 9.32 0.53 -0.95
H 6.63 1.83 -0.50
H 7.56 0.88 0.68
H 6.90 -0.50 -1.87
H 6.93 -1.12 -0.21
H 4.76 0.67 -0.25
H 4.63 -0.17 -1.78
H 4.66 -1.33 1.02
H 4.88 -2.33 -0.41
H 2.66 -2.23 -0.99
H 2.57 -0.52 -0.61
H 2.03 -0.87 1.63
H 2.68 -2.49 1.67
H 0.58 -2.64 -0.26
H 0.62 -3.29 1.37
H -1.33 -2.01 1.26
H -0.23 -1.13 2.28
H -0.37 -0.66 -0.71
H 0.18 0.51 0.44
H -0.37 -0.69 -3.32
H -1.12 0.64 -2.42
H -2.28 2.19 -3.86
H -4.97 -1.52 -1.53
H -6.19 -0.63 -0.70
H -6.78 0.19 -2.68
H -4.13 1.71 -2.69
H -5.41 1.90 -3.87
H -5.76 2.32 -2.23
H -6.95 1.35 -0.66
H -6.65 2.81 0.96
H -3.15 3.35 2.53
H -4.91 3.80 0.19
H -6.48 4.63 1.98
H -5.12 5.36 2.82
H -5.61 5.99 1.27
O 0.54 -4.85 3.02
C -0.52 -5.31 2.70
O -0.91 -5.38 1.41
C -2.26 -5.87 1.32
C -2.50 -6.63 2.62
C -1.62 -5.84 3.60
H -2.93 -5.02 1.20
H -2.34 -6.50 0.43
H -3.55 -6.67 2.90
H -2.13 -7.65 2.53
H -2.15 -4.99 4.04
H -1.20 -6.46 4.39
```

Net charge = +1
Lowest unoccupied orbital energy = -5.5 eV
Molar mass = 814.55 g mol⁻¹
Frontier orbital gap = 5.3 eV

---

Question: Which value of net charge does entry 1 give?
Answer: 0

---

Question: Look up the molar mass of the first one.
Answer: 871.69 g mol⁻¹

---

Question: What is the molar mass in the first record?
Answer: 871.69 g mol⁻¹